11
Properties=species:S:1:pos:R:3:forces:R:3 method="wB97M-V/def2-TZVPD" e_above_lowest_ev=1.544 multiplicity=3
H -0.705093 1.678609 -1.100697 -0.042 -0.015 0.025
C -0.726928 -1.393317 0.677225 3.035 -0.382 -1.230
C -0.473307 0.986540 -0.288650 -0.482 -0.035 0.094
O -1.663547 -0.901188 1.472244 0.182 1.225 1.338
C 0.801317 0.163741 -0.546248 0.358 0.563 0.535
P -1.870843 -0.281435 -0.133852 0.176 0.072 -0.810
C 0.857723 -0.820967 0.554526 -3.216 -1.301 0.107
H 0.758095 -0.323830 -1.534864 -0.050 -0.007 0.197
H 1.697668 0.789721 -0.528320 -0.017 0.117 -0.201
H 1.688330 -1.457810 0.789838 0.140 -0.179 0.086
H -0.363417 1.559937 0.638798 -0.085 -0.057 -0.140



10
Properties=species:S:1:pos:R:3:forces:R:3 method="wB97M-V/def2-TZVPD" smiles="C1=[PH]=C1.C#C" e_above_lowest_ev=3.863
C 0.871626 -0.687327 -0.946914 -0.009 0.079 0.927
C -1.496280 0.127552 0.520676 -1.935 -1.632 1.937
C 0.935270 -1.019221 0.312961 0.540 -0.456 -1.338
H 0.880664 1.292634 0.476663 -0.918 1.427 0.416
C -1.165272 1.090040 -0.067866 -0.785 0.273 -0.019
P 1.866624 0.508407 -0.005518 1.873 -1.308 -0.145
H -0.768804 1.849606 -0.605627 0.650 1.861 -1.270
H 0.293360 -0.806120 -1.838291 0.050 -0.289 -0.278
H 0.503035 -1.739359 0.977682 0.204 -0.106 0.316
H -1.920222 -0.616209 1.176236 0.330 0.151 -0.546



10
Properties=species:S:1:pos:R:3:forces:R:3 method="wB97M-V/def2-TZVPD" smiles=CC#CC e_above_lowest_ev=0.540
C -0.616355 0.167420 -0.306609 0.612 -0.034 0.208
H -2.440333 -0.817345 -0.792903 0.008 0.148 0.010
C -2.010062 -0.170246 -0.025090 -0.104 -0.037 0.015
H -2.649539 0.705703 0.111542 0.104 -0.078 -0.116
H 2.171113 0.583943 1.016816 0.098 -0.008 -0.113
H -2.003680 -0.732376 0.914507 -0.182 0.058 -0.096
C 0.583107 0.280854 -0.298196 -0.526 -0.172 0.117
H 2.268674 -0.883643 0.040895 0.122 0.148 -0.034
H 2.688034 0.686632 -0.674902 -0.223 -0.017 -0.021
C 2.009037 0.179058 0.013943 0.089 -0.007 0.029



10
Properties=species:S:1:pos:R:3:forces:R:3 method="wB97M-V/def2-TZVPD" e_above_lowest_ev=4.829
H -2.051517 0.472748 0.152383 1.324 -1.582 -0.210
H 1.965878 -0.377284 0.339449 1.232 0.010 0.164
C 1.111047 -0.294914 -0.279228 0.416 0.655 -0.893
H 1.281345 -0.468579 -1.372473 -0.412 -0.071 0.928
C 0.117987 0.685692 0.220176 -0.630 2.755 -0.427
C -0.075594 -0.756587 0.500826 -0.508 2.966 -2.256
H -0.022248 -1.310926 1.315581 -0.154 -2.438 3.518
H -1.245188 -0.317634 -1.304087 0.108 0.055 -0.493
C -1.113847 -0.046663 -0.269630 -1.799 2.144 0.423
H 0.032140 2.414149 0.697006 0.422 -4.494 -0.756